The following is a DFT calculation (ωB97M-V/def2-TZVPD) of a structure of composition C76H68Cl7Ge2N6O2S4Ti.

```
! RIJCOSX wB97M-V def2-TZVPD def2/J DEFGRID3
* xyz -2 2
Ti -2.676 1.086 2.167
C 1.407 6.805 4.192
C 0.652 5.523 3.962
C 0.939 4.393 4.723
C 0.317 3.194 4.466
C -0.623 3.029 3.428
N -1.109 1.754 3.127
C -0.143 0.738 3.310
C 1.175 0.917 2.866
C 2.124 -0.067 2.996
C 1.820 -1.288 3.594
C 2.876 -2.351 3.726
C 0.534 -1.476 4.056
C -0.434 -0.483 3.932
N -1.731 -0.760 4.436
C -2.018 -1.461 5.551
C -3.389 -1.551 5.640
C -3.865 -0.867 4.521
N -2.856 -0.393 3.803
C -0.986 4.204 2.749
C -0.340 5.410 3.009
N -2.056 4.221 1.827
C -2.282 5.105 0.833
C -3.591 4.949 0.438
C -4.087 3.919 1.251
N -3.146 3.482 2.074
H 2.477 6.640 4.048
H 1.265 7.166 5.213
H 1.085 7.583 3.500
H 1.680 4.455 5.512
H 0.565 2.328 5.062
H 1.419 1.838 2.356
H 3.106 0.101 2.575
H 3.620 -2.057 4.471
H 3.386 -2.487 2.771
H 2.442 -3.306 4.028
H 0.259 -2.431 4.490
H -1.235 -1.817 6.197
H -3.963 -2.015 6.422
H -4.886 -0.700 4.224
H -0.632 6.286 2.444
H -1.510 5.743 0.441
H -4.107 5.486 -0.338
H -5.078 3.494 1.273
C 6.177 0.011 3.611
C 5.671 0.392 2.245
C 5.548 -0.562 1.243
C 5.083 -0.234 -0.023
C 5.001 -1.294 -1.086
C 4.713 1.091 -0.300
C 4.887 2.076 0.680
C 4.622 3.531 0.413
C 5.339 1.704 1.944
C 4.336 1.446 -1.704
C 5.408 1.861 -2.496
C 5.234 2.199 -3.824
C 3.968 2.114 -4.371
C 2.881 1.700 -3.603
C 3.044 1.342 -2.255
Ge 1.434 0.972 -1.025
S 1.197 2.587 0.311
S -0.447 0.064 -2.146
Ge -0.473 -1.426 -0.446
S -1.740 -1.030 1.295
S 1.721 -1.100 -0.021
C -0.776 -3.427 -0.949
C -1.952 -4.157 -0.613
C -2.033 -5.531 -0.852
C -0.998 -6.239 -1.417
C 0.138 -5.551 -1.762
C 0.259 -4.177 -1.544
C 1.584 -3.710 -2.050
C 1.713 -3.359 -3.396
C 0.493 -3.071 -4.228
C 2.987 -3.276 -3.946
C 4.128 -3.456 -3.181
C 5.497 -3.296 -3.788
C 3.978 -3.770 -1.838
C 2.724 -3.933 -1.269
C 2.584 -4.362 0.165
C -3.233 -3.671 -0.032
C -3.582 -4.102 1.250
C -2.614 -4.857 2.124
C -4.831 -3.786 1.755
C -5.739 -3.036 1.027
C -7.062 -2.651 1.626
C -5.379 -2.620 -0.251
C -4.144 -2.938 -0.801
C -3.798 -2.502 -2.200
C 1.559 1.688 -4.292
C 0.725 2.803 -4.198
C 1.206 4.046 -3.494
C -0.509 2.782 -4.839
C -0.908 1.694 -5.597
C -2.253 1.662 -6.273
C -0.026 0.629 -5.750
C 1.206 0.616 -5.114
C 2.157 -0.524 -5.310
H 6.924 -0.781 3.536
H 5.354 -0.361 4.229
H 6.616 0.870 4.116
H 5.819 -1.593 1.453
H 5.647 -2.138 -0.837
H 5.283 -0.903 -2.064
H 3.975 -1.660 -1.156
H 4.615 3.745 -0.654
H 5.374 4.155 0.901
H 3.638 3.793 0.799
H 5.436 2.471 2.706
H 6.393 1.920 -2.046
H 6.072 2.530 -4.427
H 3.799 2.381 -5.409
H -2.947 -6.042 -0.572
H -1.078 -7.306 -1.590
H 0.972 -6.075 -2.217
H -0.236 -3.880 -4.158
H 0.758 -2.917 -5.275
H 0.014 -2.159 -3.859
H 3.090 -3.070 -5.005
H 5.453 -3.360 -4.876
H 6.186 -4.059 -3.422
H 5.910 -2.319 -3.524
H 4.862 -3.918 -1.226
H 3.561 -4.465 0.638
H 2.052 -5.314 0.235
H 2.008 -3.620 0.718
H -1.588 -4.714 1.791
H -2.833 -5.929 2.125
H -2.693 -4.497 3.152
H -5.096 -4.126 2.749
H -7.329 -3.309 2.455
H -7.859 -2.678 0.883
H -6.998 -1.630 2.004
H -6.082 -2.039 -0.838
H -4.683 -2.123 -2.713
H -3.379 -3.330 -2.775
H -3.056 -1.698 -2.188
H 1.951 4.552 -4.115
H 1.675 3.807 -2.538
H 0.384 4.734 -3.310
H -1.170 3.635 -4.738
H -2.849 2.531 -5.996
H -2.803 0.764 -5.985
H -2.141 1.649 -7.360
H -0.313 -0.213 -6.373
H 1.791 -1.195 -6.087
H 2.265 -1.086 -4.383
H 3.150 -0.169 -5.593
Cl -6.995 1.950 -2.844
C -5.544 1.830 -1.916
C -4.359 2.351 -2.407
Cl -4.332 3.118 -3.950
C -3.191 2.314 -1.634
Cl -1.793 3.124 -2.183
C -3.201 1.715 -0.378
O -2.197 1.665 0.475
C -4.421 1.190 0.132
O -4.350 0.772 1.380
C -5.572 1.258 -0.642
Cl -7.077 0.746 0.034
Cl -7.611 1.494 3.776
C -6.347 2.410 4.506
Cl -6.294 1.425 6.813
Cl -6.731 4.055 4.869
C -5.051 2.144 4.105
N -3.941 1.875 3.905
*
```

Values from the calculation:
- LUMO energy (alpha / beta): 3.7 / 3.4 eV
- HOMO (alpha / beta): -2.988 / -2.988 eV
- HOMO-LUMO gap (alpha / beta): 6.69 / 6.42 eV
- Energy above the lowest of the compared OMol25 structures with the same formula, charge and spin: 29.1 kcal/mol

Atom charges from the Mulliken analysis, given in e for atoms 1 to 99: -2.08, -1.76, 0.70, -1.15, -0.25, 0.38, 1.32, 0.02, -0.45, -0.57, 1.52, -1.59, -0.81, -0.17, 0.25, -0.16, -1.78, -0.28, 1.09, -0.07, -0.81, 0.57, -0.22, -1.62, -0.27, -0.11, 0.36, 0.36, 0.33, 0.39, 0.58, 1.20, -0.57, 0.39, 0.00, 0.36, 0.44, 0.60, 0.47, 0.58, 0.39, 0.57, 0.45, 0.74, -1.55, 0.43, -0.53, 1.01, -1.06, 0.77, 0.90, -1.85, -0.52, -0.50, 0.11, -1.06, 0.07, -0.68, -1.50, 0.47, -0.61, 0.15, -0.34, 1.21, -0.26, -0.11, -0.66, -0.13, -1.34, -0.17, -0.61, 2.19, -0.05, -1.66, -0.27, 1.26, -1.68, -0.97, 0.65, -1.62, 1.02, 0.90, -2.16, -0.48, 0.76, -1.59, -0.47, 0.62, -1.75, 0.67, 1.26, -1.87, -0.77, 0.76, -1.57, -0.84, 1.06, -1.39, 0.38